DFT (wB97M-V/def2-TZVPD) results for a structure of composition C37H33BrN3O5PS3Zr.

- Highest occupied orbital energy: -13.06 eV
- Energy: -6126.88052 Ha
- Energy relative to the best compared isomer or geometry (same formula, charge and spin): 0.00 kcal per mole
- Charge: +2
- Gap between HOMO and LUMO: 7.57 eV

Positions of all 84 atoms, in Å:
1 Zr 0.26785 -0.55406 -0.36414
2 O 1.51338 -0.23463 -2.63889
3 C 1.01889 -0.45515 -3.92072
4 C 1.76992 -0.08462 -5.02061
5 C 1.26128 -0.29470 -6.29537
6 C 0.00446 -0.85388 -6.46067
7 C -0.73970 -1.20692 -5.34443
8 C -0.24254 -1.02446 -4.06085
9 C -1.06075 -1.43166 -2.86227
10 O -0.96600 -0.44835 -1.85342
11 N -0.66613 -2.69335 -2.22377
12 N 0.47642 -2.54637 -1.47502
13 C 1.17156 -3.56450 -1.13150
14 C 2.35305 -3.45484 -0.29960
15 Br 3.02056 -1.65418 -0.17077
16 C 2.97756 -4.50165 0.24329
17 C 4.14754 -4.55697 1.11721
18 C 4.35428 -3.62892 2.14133
19 C 5.46439 -3.73798 2.95938
20 C 6.38150 -4.76325 2.75865
21 C 6.17164 -5.69892 1.75564
22 C 5.05000 -5.60757 0.94983
23 H 2.44497 0.03138 -2.69320
24 H 2.75010 0.36133 -4.88583
25 H 1.85116 -0.01410 -7.15748
26 H -0.39722 -1.00995 -7.45226
27 H -1.72902 -1.63316 -5.46748
28 H -2.09938 -1.56708 -3.16694
29 H -0.69371 -3.51488 -2.81616
30 H 0.88188 -4.56765 -1.43932
31 H 2.55093 -5.46672 -0.02568
32 H 3.62322 -2.85480 2.32914
33 H 5.61015 -3.02903 3.76332
34 H 7.25116 -4.84191 3.39726
35 H 6.87483 -6.50781 1.61049
36 H 4.87619 -6.34951 0.17927
37 O -0.41920 -3.34948 2.34858
38 S -0.60179 -2.00907 1.91890
39 O 0.68348 -1.24263 1.69985
40 O -1.26338 -1.84578 0.58165
41 C -1.56548 -1.12535 3.07188
42 C -1.91509 -1.76515 4.25049
43 C -2.69418 -1.08262 5.17517
44 C -3.10830 0.21332 4.91367
45 C -2.74978 0.84359 3.72811
46 C -1.97370 0.18398 2.78432
47 P -1.52859 1.03693 1.23019
48 C -1.08390 2.69893 1.83215
49 C -1.91250 3.80978 1.69107
50 C -1.49281 5.05534 2.14340
51 C -0.24408 5.19896 2.73290
52 C 0.58031 4.08847 2.89497
53 C 0.16073 2.84410 2.44854
54 C -3.08105 1.19318 0.31538
55 C -4.23261 0.50480 0.67832
56 C -5.36187 0.57377 -0.12788
57 C -5.34280 1.31887 -1.29503
58 C -4.18821 1.99689 -1.67198
59 C -3.06177 1.92602 -0.87471
60 H -1.58398 -2.77880 4.42881
61 H -2.97580 -1.56943 6.09882
62 H -3.71512 0.74089 5.63755
63 H -3.07611 1.85871 3.53661
64 H -2.89415 3.70243 1.24829
65 H -2.14990 5.91102 2.05295
66 H 0.08000 6.16947 3.08644
67 H 1.54141 4.19270 3.38193
68 H 0.80401 1.98233 2.58369
69 H -4.25781 -0.08323 1.58670
70 H -6.25876 0.04217 0.16104
71 H -6.22652 1.37135 -1.91706
72 H -4.17377 2.57066 -2.58960
73 H -2.15194 2.43301 -1.17315
74 S 1.83612 1.55814 -0.13433
75 C 1.08351 2.87765 -0.93486
76 N 0.96842 4.04288 -0.35573
77 C 0.47476 5.16341 -1.15538
78 C -0.15027 4.55160 -2.41298
79 S 0.52617 2.86253 -2.56267
80 H 1.23424 4.16114 0.61690
81 H 1.30784 5.82344 -1.39910
82 H -0.25271 5.72230 -0.57226
83 H 0.11783 5.10491 -3.30840
84 H -1.23532 4.48270 -2.35253